Model a:
# C2H2F3NO

One molecule with the formula C2H2F3NO (the ωB97M-V functional and the def2-TZVPD basis, the OMol25 dataset).

XYZ file:
```
9
Properties=species:S:1:pos:R:3:mulliken_charge:R:1
O -1.722 0.531 0.642 -0.65
N -1.291 -0.098 -0.339 0.25
C -0.013 -0.400 -0.426 0.16
F 0.332 -1.163 -1.440 -0.25
C 0.965 0.323 0.510 0.41
F 1.716 1.190 -0.232 -0.24
F 1.771 -0.619 0.983 -0.25
H -2.055 -0.465 -0.997 0.27
H 0.298 0.700 1.299 0.30
```

Computed properties:
HOMO-LUMO gap (alpha / beta) ... 9.62 / 9.62 eV
HOMO (alpha / beta) ... -9.21 / -9.21 eV
Total charge ... 0
SMILES string ... [O-]/[NH+]=C(/F)C(F)F



Model b:
# C2H2F3NO

C2H2F3NO as an isolated structure (the ωB97M-V functional and the def2-TZVPD basis, the OMol25 dataset).

XYZ file:
```
9
Properties=species:S:1:pos:R:3:mulliken_charge:R:1
C 0.700 1.900 -0.265 -0.19
C 0.050 0.699 0.090 0.46
N -2.255 -0.257 -0.879 0.00
O -3.135 -0.046 -0.159 -0.15
F -0.044 3.002 -0.256 -0.20
F -0.471 0.492 1.385 -0.24
F 0.661 -0.444 -0.215 -0.22
H 1.341 1.786 -1.165 0.24
H -1.184 0.436 -0.631 0.30
```

Computed properties:
HOMO-LUMO gap (alpha / beta) ... 7.28 / 7.28 eV
HOMO (alpha / beta) ... -8.37 / -8.37 eV
Total charge ... 0



Energy ordering: model a at the bottom, the next structure 2.823 eV above.



Model a:
# C3H11N3O

A 2-piece molecular cluster, C3H11N3O overall (the ωB97M-V functional and the def2-TZVPD basis, the OMol25 dataset).

XYZ file:
```
18
Properties=species:S:1:pos:R:3:mulliken_charge:R:1
C 0.868 -0.502 0.177 -0.13
C -1.542 0.840 0.114 -0.53
C 1.018 -0.392 1.683 -1.29
N -1.278 -0.938 -1.396 -0.67
N -2.066 -0.187 -0.556 0.15
N 1.429 0.586 -0.619 -0.56
O -0.702 -0.096 -2.390 -0.38
H 0.109 0.298 -1.988 0.45
H -0.322 -1.008 -0.613 0.21
H -2.745 -0.773 -0.087 0.31
H 1.348 -1.424 -0.166 0.40
H 1.277 1.484 -0.173 0.18
H 2.428 0.488 -0.784 0.22
H -2.074 1.193 0.987 0.33
H -0.915 1.528 -0.430 0.37
H 0.609 0.548 2.058 0.24
H 2.071 -0.443 1.996 0.37
H 0.487 -1.204 2.187 0.33
```

Computed properties:
HOMO-LUMO gap (alpha / beta) ... 7.54 / 7.54 eV
HOMO (alpha / beta) ... -7.19 / -7.19 eV
Total charge ... 0



Model b:
# C3H11N3O

A 2-piece molecular cluster, C3H11N3O overall (the ωB97M-V functional and the def2-TZVPD basis, the OMol25 dataset).

XYZ file:
```
18
Properties=species:S:1:pos:R:3:mulliken_charge:R:1
H 0.995 2.064 -1.146 0.24
N 1.191 1.064 -1.010 -0.60
N 1.020 0.396 0.045 0.01
C 0.674 -1.125 -0.445 0.70
C 1.210 -2.077 0.604 -1.20
O 1.201 -1.362 -1.699 -0.60
H -0.422 -1.159 -0.455 0.00
H 2.297 -1.979 0.690 0.32
H 0.988 -3.113 0.329 0.34
H 0.759 -1.871 1.579 0.32
H 1.446 -0.266 -2.121 0.43
C -1.570 1.441 1.080 -0.67
N -2.075 1.397 -0.262 -0.57
H -2.221 0.906 1.772 0.29
H -1.424 2.470 1.415 0.29
H -0.489 0.966 1.104 0.25
H -1.406 1.816 -0.906 0.22
H -2.173 0.432 -0.575 0.26
```

Computed properties:
HOMO-LUMO gap ... 8.70 eV
HOMO ... -8.95 eV
Total charge ... 0
SMILES string ... [H]/N=N/[C@H](C)O.CN



Model c:
# C3H11N3O

A 3-piece molecular cluster, C3H11N3O overall (the ωB97M-V functional and the def2-TZVPD basis, the OMol25 dataset).

XYZ file:
```
18
Properties=species:S:1:pos:R:3:mulliken_charge:R:1
C 0.714 0.979 -2.140 -0.31
N -0.496 0.627 -2.119 -0.41
N -0.893 -0.452 -1.428 -0.18
H 1.519 0.401 -1.676 0.21
H 0.962 1.900 -2.637 0.28
H -0.179 -1.116 -1.115 0.28
H -1.750 -0.849 -1.782 0.20
C 0.739 -1.910 1.407 -0.48
N 1.192 -1.809 0.244 -0.47
H -0.266 -2.303 1.524 0.37
H 1.266 -1.656 2.330 0.30
H 2.142 -1.442 0.176 0.20
C -0.609 1.215 1.483 -0.33
O -1.706 1.746 0.796 -0.53
H 0.341 1.515 1.026 0.21
H -0.651 1.612 2.501 0.32
H -0.651 0.112 1.527 0.03
H -1.675 1.431 -0.117 0.33
```

Computed properties:
HOMO-LUMO gap ... 9.86 eV
HOMO ... -8.96 eV
Total charge ... 0
SMILES string ... C=NN.C=N.CO



Model d:
# C3H11N3O

A 2-piece molecular cluster, C3H11N3O overall (the ωB97M-V functional and the def2-TZVPD basis, the OMol25 dataset).

XYZ file:
```
18
Properties=species:S:1:pos:R:3:mulliken_charge:R:1
H -0.966 -2.023 1.640 0.20
N -0.223 -1.720 1.021 -0.70
C -0.305 -0.468 0.802 0.50
N -1.323 0.417 1.225 -0.50
N 0.635 0.162 0.026 -0.22
C 1.981 -0.368 -0.102 -0.28
C 2.875 0.637 -0.776 -1.28
H -0.916 1.174 1.751 0.21
H -2.126 -0.021 1.646 0.23
H 0.517 1.150 -0.098 0.27
H 1.927 -1.335 -0.613 0.29
H 2.386 -0.651 0.876 0.25
H 2.910 1.535 -0.166 0.35
H 2.501 0.899 -1.767 0.33
H 3.891 0.269 -0.827 0.38
O -3.152 0.952 -1.909 -0.65
H -2.963 1.220 -1.005 0.31
H -3.228 -0.005 -1.907 0.32
```

Computed properties:
HOMO-LUMO gap ... 9.59 eV
HOMO ... -8.93 eV
Total charge ... 0
SMILES string ... [H]/N=C(\N)NCC.O



Energy ordering: model d at the bottom, the next structure 2.856 eV above.



Model a:
# C3H11N3O

One molecule with the formula C3H11N3O (the ωB97M-V functional and the def2-TZVPD basis, the OMol25 dataset).

XYZ file:
```
18
Properties=species:S:1:pos:R:3:mulliken_charge:R:1
C -1.559 1.826 0.128 -0.78
N -1.113 0.667 -0.613 -0.44
N -0.105 -0.189 0.257 -0.04
C -0.713 -1.392 0.790 -0.91
C 0.779 -0.403 -0.819 -0.27
N 2.198 -0.819 -0.156 -0.39
O 2.912 0.354 0.240 -0.43
H -0.676 2.355 0.486 0.28
H -2.204 1.593 0.986 0.26
H -2.105 2.491 -0.544 0.31
H -1.897 0.092 -0.927 0.24
H -1.178 -2.022 0.015 0.37
H 0.060 -1.990 1.276 0.29
H -1.472 -1.107 1.518 0.29
H 1.028 0.503 -1.369 0.33
H 0.557 -1.265 -1.462 0.31
H 2.064 -1.294 0.735 0.24
H 3.422 0.599 -0.543 0.33
```

Computed properties:
HOMO-LUMO gap ... 9.61 eV
HOMO ... -8.58 eV
Total charge ... 0
SMILES string ... CNN(C)CNO



Model b:
# C3H11N3O

A 2-piece molecular cluster, C3H11N3O overall (the ωB97M-V functional and the def2-TZVPD basis, the OMol25 dataset).

XYZ file:
```
18
Properties=species:S:1:pos:R:3:mulliken_charge:R:1
C -1.498 -1.445 -0.428 -0.71
N -0.332 -1.224 -1.246 -0.26
C 0.905 -1.172 -0.677 0.61
N 1.891 -1.075 -1.604 -0.57
O 1.144 -1.182 0.521 -0.62
H -1.526 -2.497 -0.132 0.31
H -1.459 -0.818 0.467 0.19
H -2.386 -1.201 -1.016 0.30
H -0.345 -1.614 -2.178 0.25
H 2.802 -0.912 -1.193 0.25
H 1.691 -0.489 -2.402 0.24
C -0.383 2.216 1.849 -0.73
N 0.380 1.903 0.652 -0.65
H -1.232 2.858 1.598 0.29
H 0.248 2.742 2.571 0.29
H -0.760 1.301 2.313 0.26
H 1.087 1.203 0.903 0.30
H -0.228 1.407 0.000 0.25
```

Computed properties:
HOMO-LUMO gap ... 9.74 eV
HOMO ... -8.96 eV
Total charge ... 0
SMILES string ... CNC(N)=O.CN



Energy ordering: model b at the bottom, the next structure 4.567 eV above.



Model a:
# C39H47BCaN9S7

C39H47BCaN9S7 as an isolated structure (the ωB97M-V functional and the def2-TZVPD basis, the OMol25 dataset).

XYZ file:
```
104
Properties=species:S:1:pos:R:3:mulliken_charge:R:1
Ca 0.411 -1.242 -0.069 0.77
C -0.287 -3.863 4.182 -1.43
C 0.659 -2.747 4.632 1.56
C 0.981 -2.861 6.122 -1.77
C 1.965 -2.889 3.857 -2.48
N -0.069 -1.456 4.421 0.44
C -1.239 -1.228 5.129 -0.13
C -1.749 -0.066 4.692 -1.48
N -0.913 0.428 3.718 -0.30
B -1.447 1.612 2.869 0.96
N -0.341 2.385 2.100 0.30
C 0.469 3.235 2.816 -1.54
C 1.375 3.754 1.975 -0.32
N 1.122 3.227 0.718 0.58
C 0.069 2.365 0.812 -0.30
S -0.631 1.440 -0.456 0.49
C 1.968 3.676 -0.434 1.75
C 1.889 5.205 -0.480 -1.91
C 1.545 3.140 -1.793 -2.33
C 3.400 3.217 -0.159 -1.46
N -2.597 1.181 1.930 -0.09
C -3.419 2.169 1.438 -1.42
C -4.194 1.627 0.486 -0.16
N -3.852 0.287 0.389 0.53
C -2.864 0.022 1.291 0.12
S -2.105 -1.484 1.590 -0.08
C -4.513 -0.546 -0.666 1.59
C -4.136 0.070 -2.017 -1.51
C -4.108 -2.016 -0.683 -2.35
C -6.023 -0.475 -0.431 -1.87
C 0.122 -0.420 3.560 0.11
S 1.440 -0.186 2.484 -0.11
H 0.224 -4.824 4.247 0.48
H -0.593 -3.702 3.147 0.21
H -1.185 -3.912 4.798 0.36
H 1.518 -3.792 6.298 0.45
H 0.088 -2.868 6.746 0.40
H 1.614 -2.030 6.436 0.39
H 2.400 -3.840 4.172 0.63
H 2.667 -2.088 4.074 0.43
H 1.812 -2.917 2.781 0.60
H -1.627 -1.927 5.843 0.48
H -2.656 0.442 4.959 0.55
H -1.923 2.403 3.659 -0.24
H 0.334 3.379 3.872 0.58
H 2.172 4.448 2.158 0.53
H 0.848 5.527 -0.515 0.35
H 2.389 5.558 -1.381 0.47
H 2.369 5.679 0.376 0.45
H 0.535 3.439 -2.063 0.42
H 1.606 2.060 -1.863 0.27
H 2.242 3.573 -2.517 0.72
H 3.743 3.504 0.835 0.40
H 4.068 3.667 -0.895 0.47
H 3.472 2.135 -0.252 0.07
H -3.353 3.180 1.792 0.56
H -4.932 2.082 -0.145 0.50
H -3.052 0.078 -2.138 0.27
H -4.496 1.094 -2.119 0.35
H -4.569 -0.525 -2.822 0.52
H -3.057 -2.167 -0.906 0.52
H -4.700 -2.480 -1.475 0.56
H -4.318 -2.517 0.258 0.45
H -6.414 0.538 -0.515 0.41
H -6.267 -0.858 0.561 0.40
H -6.528 -1.092 -1.174 0.45
C 3.766 -0.672 0.336 -1.01
C 3.621 -2.146 0.104 0.71
C 4.802 -2.927 0.145 -1.02
C 4.722 -4.257 -0.093 -1.03
C 3.474 -4.846 -0.395 1.48
C 3.378 -6.225 -0.692 -0.88
C 2.157 -6.749 -1.003 -0.68
C 1.016 -5.932 -1.018 -0.41
C 1.047 -4.581 -0.727 0.75
S -0.453 -3.675 -0.738 -0.75
C 2.333 -4.017 -0.409 -1.52
N 2.439 -2.665 -0.133 0.91
H 4.644 -0.304 -0.196 0.60
H 3.888 -0.462 1.400 0.42
H 2.920 -0.101 -0.042 -0.39
H 5.746 -2.444 0.360 0.54
H 5.607 -4.883 -0.069 0.37
H 4.274 -6.833 -0.677 0.36
H 2.059 -7.800 -1.243 0.35
H 0.055 -6.363 -1.266 0.48
S 2.166 2.561 -7.362 -0.45
C 1.696 1.806 -5.942 0.35
S 2.720 0.629 -5.195 -0.20
C 1.600 0.419 -3.883 -0.16
N 0.546 1.164 -4.005 -0.58
N 0.603 1.937 -5.158 0.57
C -0.528 2.793 -5.317 0.46
C -1.437 2.878 -4.260 0.12
C -2.545 3.698 -4.368 -0.70
C -2.775 4.441 -5.519 -0.51
C -1.871 4.346 -6.563 -0.69
C -0.751 3.530 -6.474 -0.58
S 1.954 -0.639 -2.584 -0.22
H -1.264 2.300 -3.364 0.38
H -3.236 3.750 -3.536 0.39
H -3.644 5.081 -5.597 0.38
H -2.028 4.912 -7.473 0.35
H -0.058 3.467 -7.296 0.19
```

Computed properties:
HOMO-LUMO gap ... 6.77 eV
HOMO ... -4.51 eV
Total charge ... -1



Model b:
# C39H47BCaN9S7

C39H47BCaN9S7 as an isolated structure (the ωB97M-V functional and the def2-TZVPD basis, the OMol25 dataset).

XYZ file:
```
104
Properties=species:S:1:pos:R:3:mulliken_charge:R:1
Ca -0.926 0.009 -1.102 0.88
C -5.645 0.385 0.821 -1.45
C -4.973 -0.881 1.356 1.57
C -5.886 -1.612 2.346 -1.76
C -4.711 -1.803 0.172 -2.31
N -3.747 -0.460 2.110 0.66
C -3.887 0.449 3.148 -0.27
C -2.667 0.674 3.655 -1.42
N -1.762 -0.084 2.946 -0.22
B -0.259 0.168 3.215 0.92
N 0.662 -0.994 2.761 0.46
C 0.763 -2.108 3.562 -1.64
C 1.563 -2.993 2.950 -0.33
N 1.970 -2.426 1.749 0.89
C 1.395 -1.190 1.639 -0.92
S 1.592 -0.075 0.362 0.56
C 2.967 -3.158 0.908 1.53
C 4.265 -3.249 1.715 -1.82
C 3.287 -2.518 -0.439 -1.86
C 2.401 -4.556 0.636 -1.47
N 0.231 1.538 2.673 0.10
C 1.393 2.059 3.196 -1.73
C 1.722 3.152 2.489 0.00
N 0.757 3.317 1.508 0.62
C -0.170 2.319 1.642 0.08
S -1.595 2.121 0.712 -0.16
C 0.808 4.380 0.454 1.34
C 1.048 3.763 -0.921 -1.26
C -0.480 5.203 0.497 -1.79
C 1.985 5.309 0.757 -2.09
C -2.426 -0.787 1.999 0.18
S -1.697 -1.914 0.936 -0.24
H -6.544 0.103 0.271 0.47
H -4.977 0.908 0.134 0.17
H -5.938 1.066 1.620 0.40
H -6.794 -1.925 1.828 0.43
H -6.178 -0.980 3.186 0.38
H -5.386 -2.500 2.736 0.38
H -5.681 -1.997 -0.292 0.65
H -4.268 -2.747 0.475 0.39
H -4.067 -1.334 -0.568 0.50
H -4.836 0.866 3.424 0.52
H -2.349 1.327 4.449 0.56
H -0.138 0.227 4.422 -0.26
H 0.240 -2.172 4.500 0.60
H 1.881 -3.968 3.267 0.56
H 4.646 -2.248 1.924 0.31
H 5.018 -3.787 1.137 0.47
H 4.120 -3.771 2.662 0.38
H 3.775 -1.553 -0.334 0.43
H 2.406 -2.385 -1.062 0.01
H 3.975 -3.194 -0.952 0.69
H 2.248 -5.134 1.548 0.39
H 3.101 -5.105 0.006 0.48
H 1.447 -4.481 0.113 0.13
H 1.890 1.593 4.029 0.55
H 2.553 3.820 2.603 0.64
H 0.218 3.130 -1.220 0.11
H 1.963 3.169 -0.935 0.31
H 1.139 4.565 -1.657 0.63
H -1.336 4.617 0.172 0.29
H -0.370 6.069 -0.159 0.47
H -0.666 5.561 1.512 0.38
H 2.933 4.772 0.735 0.32
H 1.873 5.814 1.718 0.46
H 2.016 6.074 -0.019 0.51
C -0.337 -3.277 -1.813 -0.92
C -1.565 -2.971 -2.623 0.29
C -2.117 -4.005 -3.417 -1.03
C -3.251 -3.763 -4.121 -0.94
C -3.869 -2.493 -4.053 1.12
C -5.057 -2.219 -4.764 -0.90
C -5.624 -0.980 -4.654 -0.64
C -5.034 0.004 -3.848 -0.63
C -3.866 -0.205 -3.132 0.98
S -3.231 1.083 -2.145 -0.54
C -3.260 -1.506 -3.240 -1.09
N -2.109 -1.779 -2.546 0.58
H 0.344 -3.908 -2.386 0.69
H -0.618 -3.807 -0.900 0.27
H 0.211 -2.377 -1.537 -0.13
H -1.624 -4.968 -3.448 0.52
H -3.700 -4.531 -4.741 0.38
H -5.497 -2.994 -5.379 0.35
H -6.536 -0.748 -5.191 0.36
H -5.496 0.980 -3.771 0.42
S 6.543 -0.007 -2.952 -0.40
C 4.893 0.225 -2.904 0.33
S 3.712 -0.715 -3.759 -0.14
C 2.394 0.210 -3.035 0.03
N 2.830 1.152 -2.257 -0.45
N 4.213 1.147 -2.198 0.50
C 4.828 2.090 -1.314 -0.43
C 4.534 2.036 0.039 0.40
C 5.167 2.920 0.902 -0.78
C 6.068 3.854 0.410 -0.50
C 6.340 3.907 -0.951 -0.64
C 5.722 3.020 -1.818 -0.29
S 0.773 -0.183 -3.417 -0.25
H 3.823 1.303 0.400 0.04
H 4.958 2.869 1.963 0.43
H 6.562 4.540 1.088 0.40
H 7.042 4.635 -1.337 0.38
H 5.943 3.027 -2.876 0.47
```

Computed properties:
HOMO-LUMO gap ... 6.75 eV
HOMO ... -4.46 eV
Total charge ... -1



Energy ordering: model b at the bottom, the next structure 0.835 eV above.